No. 1
DFT (ωB97M-V/def2-TZVPD) results for a cluster of 3 separate species, C17H42BO5P in total in a non-equilibrium geometry.

Last column: natural (NBO) charge in e.
Element x y z (Å)
C 1.36 -0.31 3.54  -0.631
C 1.00 1.17 3.85  -0.052
O -0.41 1.31 3.55  -0.822
B -0.55 1.91 2.29  1.079
O -0.57 1.18 1.07  -0.822
C -1.79 0.44 0.89  -0.081
C -1.39 -1.05 0.61  0.088
C -2.13 -1.67 -0.62  -0.653
O -1.54 -1.79 1.82  -0.723
P -0.79 3.84 2.18  0.365
C 0.22 4.28 0.64  -0.665
C 1.57 3.51 0.57  -0.627
C -2.59 4.02 1.67  -0.667
C -3.60 3.38 2.68  -0.616
H 0.63 -0.92 4.09  0.220
H 2.40 -0.57 3.77  0.215
H 1.12 -0.47 2.48  0.214
H 1.19 1.42 4.91  0.194
H 1.54 1.88 3.19  0.169
H -2.28 0.87 -0.01  0.182
H -2.51 0.54 1.72  0.173
H -0.32 -1.03 0.36  0.185
H -2.69 -0.90 -1.16  0.213
H -1.37 -2.06 -1.31  0.221
H -2.75 -2.50 -0.25  0.225
H -2.25 -1.43 2.34  0.468
H -0.42 4.04 -0.23  0.208
H 0.42 5.37 0.59  0.225
H 2.16 3.55 1.49  0.207
H 1.46 2.46 0.26  0.222
H 2.17 4.00 -0.23  0.214
H -2.81 5.10 1.64  0.229
H -2.72 3.60 0.65  0.203
H -3.91 4.15 3.39  0.219
H -4.47 3.02 2.10  0.212
H -3.19 2.52 3.24  0.206
C 0.93 -3.59 0.54  -0.652
C 2.33 -3.13 0.17  -0.063
O 3.29 -3.36 1.19  -0.537
C 3.48 -4.71 1.58  -0.063
C 3.93 -5.61 0.45  -0.644
H 0.59 -3.09 1.45  0.231
H 0.23 -3.35 -0.26  0.211
H 0.88 -4.66 0.71  0.203
H 2.32 -2.05 0.00  0.184
H 2.66 -3.58 -0.77  0.157
H 2.57 -5.09 2.05  0.160
H 4.25 -4.69 2.35  0.186
H 3.20 -5.66 -0.36  0.203
H 4.10 -6.62 0.82  0.214
H 4.87 -5.24 0.01  0.211
C -0.96 2.19 -3.36  -0.645
C -0.29 0.83 -3.26  -0.065
O -1.05 -0.22 -3.85  -0.540
C -1.33 -0.09 -5.23  -0.063
C -0.10 -0.01 -6.11  -0.645
H -1.94 2.17 -2.88  0.209
H -0.35 2.95 -2.86  0.218
H -1.10 2.51 -4.39  0.204
H -0.16 0.57 -2.21  0.187
H 0.72 0.86 -3.70  0.162
H -1.99 0.78 -5.40  0.159
H -1.91 -0.97 -5.50  0.188
H 0.52 0.86 -5.88  0.203
H -0.38 0.04 -7.16  0.216
H 0.53 -0.90 -5.96  0.213

Computed properties:
Orbital gap, eV: 8.47
LUMO energy, eV: 0.7
SMILES: CCOB(OC[C@H](C)O)P(CC)CC.CCOCC.CCOCC
HOMO, eV: -7.8

No. 2
DFT (ωB97M-V/def2-TZVPD) results for a structure of composition C17H42Cl2N4PV.

Last column: Mulliken spin population.
Element x y z (Å)
V 0.91 -0.94 1.41  0.946
N 1.04 -3.02 0.78  0.003
C 2.02 -3.70 1.65  -0.021
C 1.67 -3.41 3.10  0.027
N 1.53 -1.96 3.36  -0.017
C 2.71 -1.26 3.90  0.027
C 3.53 -0.59 2.81  -0.025
N 2.63 0.25 1.99  0.007
H 0.15 -3.51 0.81  0.008
H 1.35 -3.03 -0.19  0.002
H 3.00 -3.31 1.40  -0.009
H 2.03 -4.78 1.49  -0.002
H 2.40 -3.86 3.77  0.001
H 0.70 -3.87 3.33  -0.001
H 0.77 -1.84 4.02  0.009
H 3.34 -1.95 4.48  0.002
H 2.34 -0.50 4.59  -0.003
H 3.97 -1.33 2.14  -0.007
H 4.34 -0.02 3.26  -0.002
H 3.10 0.58 1.15  0.003
H 2.37 1.09 2.52  0.010
C -3.01 1.15 -0.09  0.002
C -1.75 1.92 -0.53  -0.003
C -1.22 2.57 0.77  0.005
C -2.20 3.04 -1.48  -0.001
P -0.48 0.71 -1.20  0.007
N 0.20 -0.07 -0.01  -0.020
C -1.30 -0.54 -2.34  0.016
C -0.19 -1.32 -3.07  0.001
C -2.05 -1.59 -1.51  0.003
C -2.25 0.02 -3.40  0.000
C 0.86 1.61 -2.17  0.005
C 0.44 2.11 -3.56  0.000
C 1.36 2.80 -1.35  0.000
C 2.07 0.67 -2.34  0.006
H -3.64 1.83 0.48  0.000
H -2.76 0.30 0.55  -0.003
H -3.60 0.80 -0.93  0.000
H -2.05 3.08 1.25  0.000
H -0.45 3.31 0.59  0.001
H -0.84 1.81 1.45  0.004
H -3.00 3.60 -1.00  0.000
H -2.59 2.67 -2.43  0.000
H -1.40 3.75 -1.70  0.000
H 0.56 -1.69 -2.37  0.001
H 0.31 -0.73 -3.83  0.000
H -0.64 -2.18 -3.57  0.000
H -1.44 -1.95 -0.68  0.006
H -2.28 -2.44 -2.16  0.000
H -2.99 -1.23 -1.10  0.001
H -1.79 0.77 -4.04  0.000
H -3.15 0.45 -2.97  0.000
H -2.57 -0.80 -4.05  0.000
H -0.42 2.78 -3.54  0.000
H 0.23 1.30 -4.25  0.000
H 1.28 2.67 -3.98  0.000
H 0.65 3.62 -1.31  0.000
H 2.26 3.19 -1.83  0.000
H 1.62 2.52 -0.33  0.000
H 1.92 -0.07 -3.11  0.000
H 2.29 0.15 -1.41  -0.006
H 2.93 1.28 -2.62  0.000
Cl -4.30 -1.11 3.47  0.000
C -2.99 -0.08 4.01  -0.002
Cl -1.47 -0.42 3.09  0.016
H -2.79 -0.26 5.06  0.000
H -3.23 0.96 3.81  0.000

Computed properties:
Charge: +1
Orbital gap (alpha / beta), eV: 6.86 / 6.29
LUMO energy (alpha / beta), eV: -2.2 / -2.2
Spin multiplicity: 2
<S²>: 0.76
HOMO (alpha / beta), eV: -9.1 / -8.5

No. 3
DFT (ωB97M-V/def2-TZVPD) results for a structure of composition C17H44AgBrN3O5 in a non-equilibrium geometry.

Last column: Mulliken spin population.
Element x y z (Å)
Ag 22.64 -29.14 -26.28  0.006
C 25.24 -27.17 -29.98  0.004
C 23.91 -26.33 -29.94  -0.008
C 23.83 -25.84 -31.43  0.017
C 22.43 -25.31 -31.77  -0.016
C 21.40 -26.43 -31.44  0.000
C 21.39 -26.85 -29.99  0.013
N 22.79 -27.22 -29.57  0.428
O 22.95 -27.84 -28.38  0.502
C 20.41 -28.11 -30.00  -0.009
C 20.70 -25.80 -29.04  0.030
C 23.96 -25.05 -29.09  0.030
H 25.13 -28.00 -30.68  -0.002
H 25.54 -27.63 -29.03  0.001
H 26.07 -26.54 -30.28  0.000
H 23.91 -26.68 -32.12  -0.004
H 24.57 -25.06 -31.63  -0.001
H 22.28 -24.95 -32.79  0.000
H 22.28 -24.37 -31.22  0.000
H 21.58 -27.29 -32.07  -0.002
H 20.46 -25.93 -31.64  0.000
H 20.17 -28.56 -29.04  0.008
H 20.97 -28.94 -30.43  -0.002
H 19.54 -27.74 -30.54  0.000
H 21.18 -24.83 -29.17  0.002
H 20.86 -26.09 -28.00  -0.003
H 19.62 -25.74 -29.18  0.001
H 24.98 -24.67 -29.22  0.001
H 23.99 -25.28 -28.03  -0.001
H 23.34 -24.17 -29.26  -0.001
Br 22.25 -30.61 -23.91  0.000
O 23.45 -27.43 -24.98  0.000
H 23.19 -27.00 -24.16  0.000
H 24.36 -27.18 -25.11  0.000
O 24.88 -29.54 -26.64  0.000
H 25.35 -30.20 -27.16  0.000
H 25.27 -28.70 -26.92  0.000
C 19.82 -26.24 -25.39  0.001
C 20.01 -27.76 -25.12  0.000
C 18.66 -28.34 -24.73  0.000
O 17.76 -28.46 -25.85  0.000
C 16.45 -28.90 -25.56  0.000
N 20.41 -28.53 -26.31  0.000
H 19.46 -25.81 -24.45  0.000
H 19.35 -25.96 -26.33  0.000
H 20.79 -25.73 -25.40  0.000
H 20.74 -27.96 -24.34  0.000
H 18.15 -27.81 -23.92  0.000
H 18.72 -29.31 -24.22  0.000
H 15.76 -28.08 -25.33  0.000
H 16.57 -29.77 -24.91  0.000
H 16.18 -29.29 -26.54  0.000
H 19.64 -29.19 -26.41  0.000
H 20.30 -27.90 -27.09  0.001
C 19.49 -31.40 -28.18  0.000
C 20.79 -31.63 -27.39  0.001
C 21.30 -33.09 -27.40  0.000
O 21.66 -33.34 -28.76  0.000
C 22.73 -34.30 -28.84  0.000
N 21.84 -30.73 -27.86  0.004
H 18.64 -31.92 -27.72  0.000
H 19.59 -31.62 -29.24  0.000
H 19.12 -30.37 -28.11  0.001
H 20.58 -31.35 -26.35  0.000
H 20.41 -33.71 -27.28  0.000
H 22.01 -33.36 -26.63  0.000
H 22.97 -34.41 -29.89  0.000
H 22.38 -35.28 -28.52  0.000
H 23.62 -34.11 -28.24  0.000
H 22.35 -31.41 -28.42  0.001
H 21.48 -30.17 -28.62  -0.002

Computed properties:
Orbital gap (alpha / beta), eV: 6.73 / 6.13
LUMO energy (alpha / beta), eV: 0.2 / -0.4
Spin multiplicity: 2
<S²>: 0.75
HOMO (alpha / beta), eV: -6.5 / -6.5

No. 4
DFT (ωB97M-V/def2-TZVPD) results for a cluster of 5 separate species, C17H44ClNO7PS in total in a non-equilibrium geometry.

Last column: Löwdin charge in e.
Element x y z (Å)
O -5.06 2.10 0.46  -0.280
P -3.61 2.27 0.09  0.587
O -3.54 2.97 -1.42  -0.127
O -2.91 3.33 1.15  -0.151
C -2.82 0.58 0.11  -0.342
N -2.93 -0.06 -1.23  0.062
C -1.98 0.44 -2.27  -0.108
C -0.55 0.76 -1.74  -0.184
C -0.49 1.41 -0.32  -0.216
C -1.36 0.52 0.64  -1.033
S -1.23 0.98 2.41  0.788
Cl -0.78 -1.22 0.49  0.684
H -3.50 3.92 -1.25  0.089
H -3.66 3.79 1.54  0.098
H -3.44 -0.02 0.79  0.111
H -3.88 0.14 -1.56  0.187
H -2.91 -1.08 -1.13  0.164
H -2.38 1.28 -2.85  0.128
H -1.86 -0.38 -3.00  0.141
H 0.12 -0.11 -1.82  0.087
H -0.12 1.51 -2.44  0.131
H -0.86 2.45 -0.34  0.113
H 0.56 1.46 0.03  0.104
H -0.01 0.52 2.84  -0.084
C 4.83 1.65 -1.73  -0.059
C 3.85 1.15 -0.68  -0.480
C 4.27 -0.20 -0.12  -0.052
O 2.54 1.05 -1.25  -0.080
H 4.87 0.95 -2.58  0.085
H 4.51 2.61 -2.13  0.085
H 5.83 1.76 -1.32  0.070
H 3.79 1.88 0.13  0.134
H 4.30 -0.95 -0.91  0.085
H 3.56 -0.54 0.63  0.076
H 5.26 -0.14 0.34  0.082
H 2.58 0.41 -1.96  0.085
C -7.35 -1.15 1.21  -0.056
C -6.27 -2.22 1.31  -0.490
C -6.56 -3.21 2.42  -0.056
O -5.00 -1.59 1.54  -0.085
H -7.42 -0.58 2.14  0.088
H -7.13 -0.44 0.41  0.073
H -8.33 -1.60 1.01  0.086
H -6.19 -2.75 0.36  0.135
H -6.60 -2.70 3.39  0.086
H -5.77 -3.96 2.48  0.082
H -7.51 -3.72 2.26  0.086
H -5.06 -1.12 2.38  0.092
C -0.68 -4.63 -2.88  -0.061
C -0.04 -5.10 -1.58  -0.490
C -1.08 -5.30 -0.49  -0.060
O 0.94 -4.15 -1.15  -0.057
H -1.18 -3.67 -2.73  0.062
H 0.08 -4.49 -3.65  0.082
H -1.41 -5.35 -3.24  0.084
H 0.50 -6.04 -1.75  0.143
H -1.59 -4.36 -0.27  0.060
H -0.60 -5.63 0.44  0.085
H -1.82 -6.04 -0.78  0.084
H 0.48 -3.32 -1.00  0.030
C 6.44 4.88 2.21  -0.062
C 6.61 3.54 1.51  -0.501
C 7.91 2.86 1.92  -0.060
O 6.59 3.73 0.10  -0.066
H 7.25 5.56 1.95  0.084
H 5.51 5.36 1.91  0.079
H 6.43 4.76 3.30  0.082
H 5.76 2.89 1.75  0.129
H 8.77 3.47 1.64  0.084
H 8.02 1.90 1.40  0.077
H 7.94 2.68 2.99  0.082
H 7.33 4.30 -0.13  0.091

Computed properties:
Charge: +1
Orbital gap, eV: 9.03
LUMO energy, eV: -2.9
HOMO, eV: -11.9

No. 5
DFT (ωB97M-V/def2-TZVPD) results for a cluster of 11 separate species, C17H44O17 in total in a non-equilibrium geometry.

Last column: Löwdin charge in e.
Element x y z (Å)
O 10.52 13.77 16.67  0.150
C 11.30 14.66 16.74  -0.502
O 12.18 14.97 17.72  0.054
C 12.90 16.17 17.54  -0.094
C 12.62 16.34 15.99  -0.145
O 11.43 15.65 15.78  0.036
H 12.50 17.05 18.05  0.131
H 13.95 15.97 17.69  0.130
H 13.42 15.90 15.34  0.137
H 12.48 17.39 15.62  0.139
O 9.10 10.31 8.67  0.090
C 10.10 10.96 8.36  -0.531
O 10.27 12.20 8.50  0.120
C 11.66 12.52 8.40  -0.059
C 12.25 11.35 7.60  -0.091
O 11.25 10.33 7.85  0.032
H 11.85 13.49 8.07  0.125
H 12.01 12.43 9.38  0.109
H 13.20 10.83 7.93  0.154
H 12.38 11.61 6.53  0.124
O 9.93 14.96 10.52  0.136
C 8.85 14.57 10.19  -0.552
O 8.30 13.46 10.70  0.033
C 6.97 13.20 10.10  -0.031
C 6.82 14.43 9.15  -0.093
O 8.02 15.19 9.28  0.059
H 6.97 12.37 9.51  0.079
H 6.19 13.16 10.90  0.129
H 5.98 15.05 9.39  0.123
H 6.78 14.11 8.12  0.124
C 12.55 10.18 11.51  -0.176
O 12.39 9.50 10.28  -0.116
H 11.63 10.65 11.91  0.050
H 12.92 9.55 12.31  0.074
H 13.09 11.14 11.49  0.085
H 11.85 8.69 10.42  0.055
C 6.59 15.32 13.32  -0.156
O 5.69 14.38 12.80  -0.118
H 6.56 16.26 12.72  0.094
H 6.62 15.48 14.36  0.053
H 7.68 14.96 13.17  0.085
H 5.82 13.57 13.26  0.011
C 7.57 13.41 18.05  -0.108
O 7.83 13.38 16.65  -0.130
H 7.38 14.41 18.30  0.058
H 6.64 12.87 18.27  0.085
H 8.35 12.95 18.63  0.080
H 8.72 13.63 16.52  0.005
C 12.76 11.57 14.99  -0.170
O 12.72 12.96 14.82  -0.141
H 13.77 11.21 15.02  0.072
H 12.30 11.29 15.96  0.079
H 12.15 11.00 14.24  0.077
H 12.09 13.23 14.09  0.065
C 6.84 9.13 10.94  -0.104
O 8.14 9.73 11.18  -0.183
H 6.36 9.87 10.24  0.089
H 6.80 8.14 10.53  0.066
H 6.26 9.18 11.85  0.067
H 8.53 10.14 10.36  0.036
C 5.35 11.59 14.88  -0.133
O 6.57 12.14 14.36  -0.145
H 4.66 11.25 14.13  0.074
H 5.53 10.78 15.52  0.051
H 4.84 12.34 15.59  0.108
H 7.04 12.61 15.08  0.045
C 9.84 12.55 13.19  -0.166
O 11.00 13.04 12.61  -0.117
H 9.50 11.48 12.89  0.105
H 10.00 12.46 14.29  0.083
H 8.97 13.19 12.93  0.063
H 10.59 13.63 11.99  0.036
C 9.99 7.36 11.84  -0.115
O 10.25 7.63 10.44  -0.137
H 10.91 7.13 12.37  0.079
H 9.47 8.18 12.22  0.041
H 9.37 6.47 11.92  0.078
H 9.69 8.40 10.23  0.050

Computed properties:
Orbital gap, eV: 10.21
LUMO energy, eV: 0.7
SMILES: O=C1OCCO1.O=C1OCCO1.O=C1OCCO1.CO.CO.CO.CO.CO.CO.CO.CO
HOMO, eV: -9.5

No. 6
DFT (ωB97M-V/def2-TZVPD) results for a structure of composition C17H47AsCl8F6O16P3 in a non-equilibrium geometry.

Last column: Löwdin charge in e.
Element x y z (Å)
As -1.41 0.78 -0.23  0.985
F -0.70 -0.85 -0.29  -0.273
F 0.24 1.45 0.24  -0.293
F -2.19 2.42 -0.12  -0.302
F -3.02 0.12 -0.63  -0.297
F -1.98 0.54 1.53  -0.304
F -1.10 1.14 -1.96  -0.286
C 3.90 -6.02 -0.14  -0.107
O 2.64 -5.47 0.19  -0.247
P 1.28 -6.37 0.46  0.528
O 1.33 -7.30 1.64  -0.256
O 0.07 -5.31 0.63  -0.210
C -0.28 -4.38 -0.37  -0.118
O 0.91 -7.10 -1.01  -0.243
C -0.29 -7.85 -1.13  -0.136
H 4.13 -6.04 -1.20  0.087
H 3.96 -7.08 0.14  0.085
H 4.58 -5.43 0.47  0.095
H -0.78 -3.49 0.02  0.079
H -0.90 -4.77 -1.17  0.072
H 0.57 -3.98 -0.92  0.089
H -0.71 -8.04 -0.15  0.083
H -0.13 -8.90 -1.39  0.081
H -1.06 -7.50 -1.82  0.087
C -0.59 -0.52 4.01  -0.127
O -0.10 -1.32 5.06  -0.205
P 1.28 -2.13 5.02  0.450
O 2.54 -1.31 5.16  -0.252
O 0.94 -3.11 6.24  -0.216
C 1.81 -4.08 6.71  -0.142
O 1.25 -3.12 3.76  -0.217
C 1.71 -2.76 2.43  -0.050
H -1.55 -0.87 3.64  0.086
H -0.05 -0.63 3.07  0.051
H -0.51 0.52 4.31  0.078
H 1.81 -4.19 7.80  0.083
H 2.84 -3.93 6.40  0.088
H 1.38 -4.99 6.30  0.090
H 0.83 -2.56 1.81  0.077
H 2.32 -3.57 2.05  0.078
H 2.24 -1.82 2.57  0.064
C 0.06 7.61 -3.74  -0.051
O -1.15 6.79 -3.82  -0.232
P -1.05 5.22 -4.04  0.391
O -0.97 4.83 -5.43  -0.220
O -2.48 4.76 -3.36  -0.243
C -2.83 3.38 -3.42  -0.117
O 0.15 4.76 -3.09  -0.226
C 0.12 5.06 -1.70  -0.093
H 0.51 7.71 -4.73  0.091
H 0.76 7.11 -3.08  0.066
H -0.24 8.59 -3.35  0.091
H -3.31 3.03 -2.51  0.076
H -1.97 2.71 -3.51  0.061
H -3.40 3.19 -4.33  0.090
H 1.09 5.55 -1.59  0.092
H -0.09 4.28 -0.97  0.092
H -0.55 5.86 -1.42  0.079
C 1.74 1.71 -3.50  -0.216
C 2.82 1.58 -2.36  -0.260
O 3.68 2.64 -2.22  -0.048
O 2.28 2.02 -4.79  -0.059
H 1.11 2.53 -3.15  0.087
H 1.12 0.82 -3.57  0.099
H 3.43 0.71 -2.60  0.113
H 2.37 1.42 -1.39  0.102
H 4.51 2.41 -2.64  0.089
H 1.60 1.66 -5.37  0.074
C 3.94 1.58 3.75  -0.155
C 3.30 1.30 2.32  -0.200
O 2.02 0.61 2.32  -0.108
O 4.47 0.25 4.17  -0.112
H 3.16 1.97 4.39  0.118
H 4.75 2.30 3.58  0.098
H 3.92 0.59 1.76  0.105
H 3.16 2.23 1.77  0.108
H 1.71 0.65 1.41  0.037
H 5.13 0.05 3.50  0.063
C -3.87 2.83 3.68  -0.974
Cl -5.59 2.37 3.99  0.457
Cl -2.82 2.45 5.10  0.479
H -3.56 2.26 2.80  0.008
H -3.85 3.91 3.51  -0.044
C -5.10 -2.81 -2.00  -1.004
Cl -6.71 -3.48 -1.34  0.403
Cl -4.04 -4.07 -2.52  0.522
H -5.35 -2.03 -2.72  -0.002
H -4.70 -2.32 -1.11  0.015
C -1.38 -1.11 -4.09  -0.887
Cl -3.18 -0.74 -3.98  0.489
Cl -1.17 -2.88 -4.52  0.436
H -0.90 -0.58 -4.92  0.019
H -0.93 -0.85 -3.14  -0.005
C -3.83 5.34 -0.31  -1.002
Cl -3.43 5.37 1.38  0.570
Cl -3.66 7.05 -0.86  0.477
H -3.20 4.62 -0.84  -0.008
H -4.84 5.01 -0.54  0.041

Computed properties:
Charge: -1
Orbital gap, eV: 9.63
LUMO energy, eV: 1.9
HOMO, eV: -7.7